[1]
A 14-piece molecular cluster, C72H152B6F24N8O4 overall, computed with ωB97M-V/def2-TZVPD.

Geometry as XYZ:
```
266
Properties=species:S:1:pos:R:3:forces:R:3
C -1.7813 -1.9901 -4.7574 -0.063 -1.167 -0.527
C -3.0051 -1.7457 -5.6020 -1.006 0.107 1.002
C -2.8309 -0.4250 -6.3501 -0.361 -0.202 0.087
C -3.8931 -0.1181 -7.4109 0.937 -0.721 -0.375
C -3.9216 -1.2584 -8.4668 0.509 0.563 0.590
C -4.1165 -2.6841 -7.8961 -0.481 0.359 0.614
N -3.2096 -2.8813 -6.5729 -0.069 0.138 -1.426
O -2.7082 -3.9362 -6.3974 -0.265 0.520 -0.017
C -3.7203 -3.6800 -8.9446 0.575 -0.311 -0.135
C -5.5638 -2.8828 -7.4402 -0.082 0.366 -0.135
C -4.3077 -1.7493 -4.7156 -0.042 1.248 -0.039
H -1.8778 -2.9735 -4.3133 0.176 -0.135 0.447
H -1.6632 -1.2374 -3.9776 0.098 0.142 -0.277
H -0.9492 -2.0510 -5.4634 0.382 0.250 0.425
H -1.8109 -0.4444 -6.7632 -0.349 0.052 -0.396
H -2.7526 0.3290 -5.5659 -0.236 0.146 0.050
H -3.5928 0.8432 -7.8278 -0.181 -0.129 -0.475
H -4.9190 0.0172 -7.0790 0.086 0.064 0.633
H -2.9897 -1.3249 -9.0445 -0.194 0.476 0.021
H -4.7542 -1.0244 -9.1401 0.217 -0.494 -0.113
H -3.8758 -4.7169 -8.6791 0.045 -0.182 0.237
H -2.6924 -3.5143 -9.2590 0.209 -0.212 0.093
H -4.3123 -3.4981 -9.8367 -0.264 0.188 0.022
H -6.1399 -3.0198 -8.3607 -0.028 0.120 0.208
H -5.8873 -1.9792 -6.9361 -0.349 0.003 0.029
H -5.7747 -3.7293 -6.7961 0.306 -0.260 0.036
H -4.0542 -1.2996 -3.7568 0.482 -0.413 0.229
H -4.8622 -2.6783 -4.5402 0.434 0.098 -0.283
H -4.9594 -0.9586 -5.0878 -0.410 -0.432 -0.371
C -1.2535 -1.4360 5.7720 -0.732 0.505 -0.294
C -1.7005 -0.1449 6.4361 0.085 -0.836 1.651
C -1.7269 1.0033 5.4717 0.540 0.965 -0.157
C -2.3379 2.2973 6.0256 0.044 -0.123 -0.625
C -3.7903 2.0392 6.3241 -0.666 0.343 0.836
C -4.1084 0.9240 7.2869 1.322 -1.627 0.484
N -3.0924 -0.3147 7.0723 -1.208 -0.479 -1.321
O -3.4659 -1.3884 7.4030 0.580 0.732 -0.044
C -5.5485 0.4213 7.1500 0.638 -0.090 0.210
C -3.7001 1.2830 8.7415 -0.644 -0.142 -0.889
C -0.7654 0.0928 7.6642 -0.946 0.541 -0.984
H -0.2496 -1.2494 5.3842 -0.073 -0.114 0.102
H -1.9385 -1.5916 4.9370 0.144 -0.587 -0.052
H -1.2425 -2.2685 6.4706 -0.005 -0.091 -0.194
H -2.2568 0.6984 4.5614 0.026 0.048 0.037
H -0.6606 1.1371 5.2491 -0.156 0.192 -0.278
H -2.3065 3.1325 5.3172 0.185 -0.397 -0.250
H -1.8030 2.7059 6.8808 0.126 -0.344 0.237
H -4.4352 1.9449 5.4449 0.366 0.049 -0.064
H -4.1489 2.8543 6.9436 -0.389 0.758 -0.432
H -5.6802 -0.5263 7.6687 -0.072 0.002 -0.027
H -5.8106 0.3100 6.0957 -0.019 -0.043 0.148
H -6.1956 1.1552 7.6367 0.043 0.012 -0.171
H -4.5081 1.9463 9.0250 0.103 0.181 0.684
H -2.7428 1.7887 8.7563 -0.079 0.242 0.143
H -3.6489 0.3901 9.3631 -0.235 0.163 0.169
H -0.8012 -0.7391 8.3555 0.178 -0.306 -0.045
H -1.1418 0.9702 8.1720 0.716 0.284 0.213
H 0.1996 0.2445 7.1768 0.156 0.147 0.613
C -4.8555 3.1061 -0.7028 -0.353 0.336 0.729
C -5.4377 1.8519 -0.1313 -0.923 -0.938 -0.556
C -6.6688 2.1296 0.7855 0.401 0.440 -0.259
C -7.4894 0.9298 1.1269 1.348 -1.734 0.248
C -8.0161 0.3211 -0.1454 -0.327 -0.154 -1.106
C -7.0417 -0.1151 -1.2750 1.210 0.791 1.530
N -5.8526 0.9334 -1.3513 -1.923 0.021 2.125
O -5.2351 0.9927 -2.3233 1.049 0.053 -1.877
C -7.7976 -0.2068 -2.5713 -0.324 0.532 0.009
C -6.2932 -1.4102 -0.9779 -0.391 -0.570 -0.689
C -4.4152 1.0232 0.6372 0.306 -0.045 0.297
H -5.6342 3.6544 -1.2255 0.128 0.119 -0.409
H -3.9245 2.9885 -1.2474 -0.076 -0.031 -0.057
H -4.6790 3.6661 0.2145 0.464 0.451 -0.109
H -7.4176 2.8369 0.4140 0.735 0.533 -0.490
H -6.1432 2.5684 1.6354 -0.521 0.086 0.293
H -8.3095 1.1432 1.8058 -0.022 0.156 -0.006
H -6.8469 0.1957 1.6214 -0.246 -0.012 0.326
H -8.6743 1.0708 -0.6001 -0.296 -0.283 -0.045
H -8.5562 -0.6152 0.0160 -0.379 0.293 0.298
H -7.2735 -0.5769 -3.4476 0.256 -0.120 0.149
H -8.2591 0.7495 -2.7997 0.054 0.193 -0.205
H -8.6281 -0.8616 -2.3229 -0.081 -0.266 -0.251
H -5.9042 -1.5617 0.0226 0.075 0.266 0.154
H -5.5250 -1.5268 -1.7396 0.399 -0.036 0.156
H -6.9921 -2.2195 -1.1998 -0.104 -0.030 0.280
H -4.8165 0.1220 1.0888 -0.053 0.035 0.110
H -4.0902 1.6813 1.4428 -0.011 -0.038 0.193
H -3.5096 0.7658 0.0890 -0.146 0.147 -0.450
C 8.0231 -0.2855 4.1528 0.514 -0.828 0.160
C 6.6081 -0.6885 4.0633 -3.484 -0.338 -0.453
C 6.3551 -1.5615 2.8090 0.981 0.729 -0.381
C 5.0391 -2.2778 2.7121 -0.614 0.555 0.542
C 4.9636 -3.2329 3.8649 -0.087 -0.659 0.591
C 5.0315 -2.6183 5.2719 -0.171 0.693 0.281
N 6.1079 -1.5582 5.3585 1.419 0.994 -1.364
O 6.6361 -1.2751 6.3718 -0.388 -0.464 0.168
C 5.2526 -3.6483 6.3567 0.132 0.051 -0.974
C 3.7437 -1.8466 5.5924 -0.232 0.368 -0.803
C 5.6477 0.5322 4.0796 0.365 0.508 0.381
H 8.2358 0.0609 3.1414 0.221 0.520 0.237
H 8.6079 -1.1918 4.2509 0.485 -0.121 0.268
H 8.2627 0.4143 4.9446 -0.001 0.211 -0.137
H 7.2003 -2.2572 2.7471 -0.156 -0.161 -0.175
H 6.4663 -0.8690 1.9635 0.075 -0.141 0.102
H 4.9017 -2.7969 1.7623 0.270 0.111 0.018
H 4.2161 -1.5583 2.7822 -0.006 -0.002 -0.137
H 5.7942 -3.9404 3.7272 -0.230 -0.173 0.302
H 4.0034 -3.7600 3.9086 0.243 -0.233 -0.345
H 5.1349 -3.2348 7.3499 0.096 -0.105 0.121
H 6.2228 -4.1025 6.1807 0.137 -0.299 0.415
H 4.4670 -4.3595 6.1208 -0.053 -0.392 0.450
H 2.9001 -2.5008 5.3502 0.101 -0.102 0.331
H 3.6445 -0.9897 4.9286 -0.144 0.190 0.233
H 3.7293 -1.5143 6.6257 -0.103 0.042 0.034
H 4.6527 0.4050 3.6611 0.020 -0.442 0.098
H 6.0780 1.3684 3.5238 0.334 -0.283 -0.188
H 5.5412 0.9426 5.0831 -0.186 -0.091 0.143
C 0.2198 1.2626 -8.3330 1.393 -0.015 0.013
C 1.6358 0.7323 -7.7134 -2.275 1.214 -0.220
C 1.3771 -0.1833 -6.5253 0.197 -0.692 -0.851
N 2.5832 -0.4521 -5.6913 2.173 -1.283 1.310
C 3.6608 -1.2065 -6.4389 -0.049 -0.032 -1.015
C 5.0130 -1.3403 -5.7668 -1.067 -0.469 0.705
C 5.4568 -0.0473 -5.1699 1.734 1.691 -0.006
C 4.4129 0.7233 -4.3495 0.445 -2.111 -0.292
C 3.1634 0.8384 -5.1897 -0.834 0.739 1.042
C 2.2435 -1.3386 -4.5230 -1.784 0.048 0.178
H -0.4999 0.5701 -8.7865 0.589 -0.699 0.385
H 0.5260 1.8578 -9.1914 -0.137 0.389 0.110
H -0.3827 1.8741 -7.6552 0.498 0.046 0.165
H 2.2042 1.5876 -7.3638 -0.426 0.426 -0.327
H 2.2240 0.3318 -8.5379 -0.148 -0.556 0.226
H 1.0698 -1.1217 -7.0076 -0.086 -0.188 0.767
H 0.6290 0.1718 -5.8084 -0.072 0.178 -0.402
H 3.8036 -0.6560 -7.3665 -0.164 -0.168 -0.222
H 3.2787 -2.2131 -6.6100 -0.256 0.173 -0.388
H 5.6811 -1.7778 -6.5168 0.054 0.337 0.177
H 4.9272 -2.0704 -4.9613 0.144 -0.122 0.030
H 5.8351 0.6518 -5.9232 -0.114 -0.134 -0.418
H 6.3382 -0.2138 -4.5538 -0.037 -0.165 0.224
H 4.7994 1.6829 -4.0118 -0.227 0.085 -0.260
H 4.2910 0.1018 -3.4619 -0.522 0.333 0.281
H 3.3520 1.4406 -6.0659 0.143 0.219 0.057
H 2.3462 1.2498 -4.5902 0.016 0.415 -0.209
H 1.7205 -2.1969 -4.9336 0.079 -0.226 -0.145
H 1.5183 -0.8463 -3.8734 -0.006 0.388 -0.075
H 3.0341 -1.6914 -3.8765 0.734 0.301 -0.377
C 1.7450 -4.3680 -2.6753 -0.387 -0.242 -0.080
C 2.2045 -5.5376 -1.8068 0.789 -0.913 -0.001
C 3.4541 -5.2865 -0.9723 -0.035 0.700 1.224
N 3.9524 -6.4406 -0.0289 -1.077 1.005 -0.251
C 5.0633 -5.8937 0.8708 -1.542 0.686 -0.996
C 5.4491 -6.7609 2.0358 0.033 -0.016 -0.733
C 4.2331 -7.2157 2.8665 0.789 0.568 -0.172
C 3.1505 -7.7681 1.9477 0.815 -2.124 2.017
C 2.7572 -6.8854 0.8731 0.066 0.557 -1.513
C 4.4567 -7.5695 -0.8039 -1.574 -0.861 0.143
H 1.3479 -3.5302 -2.0966 0.130 -0.048 -0.046
H 0.9529 -4.7928 -3.3010 -0.209 0.299 0.129
H 2.4842 -4.0107 -3.3933 0.359 -0.025 0.369
H 2.4451 -6.3450 -2.5005 -0.182 -0.247 -0.029
H 1.3997 -5.8888 -1.1586 -0.095 0.182 -0.155
H 3.2422 -4.4884 -0.2628 -0.089 0.142 0.075
H 4.2606 -4.8802 -1.5857 0.359 -0.538 0.076
H 4.5427 -4.9933 1.1682 0.563 0.588 0.639
H 5.8803 -5.6617 0.1925 0.147 0.167 0.113
H 6.1825 -6.1337 2.5422 -0.145 -0.115 0.588
H 6.0513 -7.5758 1.6294 -0.163 -0.403 0.268
H 3.8255 -6.3527 3.3941 0.040 0.041 0.215
H 4.6073 -7.9517 3.5827 -0.462 0.056 0.038
H 2.2068 -7.9055 2.4839 0.188 -0.126 0.342
H 3.4576 -8.7820 1.6621 -0.130 0.111 -0.390
H 2.2696 -6.0545 1.3848 0.268 0.733 -0.759
H 2.0350 -7.4350 0.2636 0.149 0.465 -0.332
H 4.7292 -8.3237 -0.0726 0.830 -0.089 -0.354
H 5.1720 -7.2735 -1.5637 0.309 -0.035 0.330
H 3.5683 -7.9906 -1.2705 0.140 -0.134 -0.510
C -2.5128 -2.1666 -0.2160 0.637 -1.359 1.073
C -1.1213 -1.5449 -0.2958 0.923 -0.180 -0.918
C -0.4863 -1.3052 1.0646 -1.029 0.307 1.074
N 0.6014 -0.2630 1.2147 -0.365 0.640 -0.002
C 1.7590 -0.5352 0.3121 -0.666 0.463 -0.624
C 2.7233 0.6595 0.1414 0.427 -2.223 1.499
C 2.0217 1.9291 -0.0965 -0.503 1.786 -0.805
C 0.9769 2.2557 0.9448 -0.699 -0.149 1.159
C -0.0452 1.1320 1.0166 0.893 -0.542 0.075
C 1.1403 -0.3267 2.6103 -0.182 0.467 -0.020
H -3.2619 -1.5897 0.2980 -0.323 0.771 -0.343
H -2.4934 -3.0283 0.4741 0.262 -0.028 -0.297
H -2.8160 -2.5891 -1.1744 -0.224 0.388 -0.091
H -1.1412 -0.6521 -0.9221 -0.034 0.223 0.266
H -0.4615 -2.2230 -0.8538 -0.163 -0.085 -0.046
H -0.1368 -2.1978 1.5866 0.118 -0.175 -0.409
H -1.3280 -0.9583 1.6807 0.350 0.185 0.291
H 1.3035 -0.6979 -0.6648 0.143 -0.365 -0.105
H 2.1762 -1.4504 0.7371 0.409 0.133 -0.586
H 3.4000 0.2962 -0.6240 0.177 0.428 -0.290
H 3.3257 0.7343 1.0562 0.081 0.068 -0.075
H 1.5320 1.9464 -1.0765 -0.007 -0.137 -0.068
H 2.7211 2.7646 -0.1067 0.273 -0.039 -0.131
H 0.3897 3.1551 0.7394 0.085 -0.044 -0.392
H 1.3647 2.4876 1.9428 0.387 -0.251 -0.093
H -0.5490 1.1619 0.0526 -0.455 -0.508 0.196
H -0.6880 1.1507 1.8918 -0.425 0.622 -0.293
H 0.3215 -0.1443 3.2961 -0.086 -0.309 0.219
H 1.8294 0.5041 2.7471 0.101 -0.143 -0.003
H 1.6320 -1.2897 2.7677 -0.294 0.103 0.079
C -2.6953 9.6667 1.1863 0.379 -0.360 0.001
C -1.8910 9.3277 -0.0622 0.467 -0.819 0.037
C -0.4074 8.9514 0.3002 -1.472 0.791 -0.125
N 0.5357 8.8473 -0.8553 0.740 -0.808 -0.708
C 1.9201 8.5020 -0.3144 -0.082 0.537 0.070
C 2.0571 7.1123 0.2757 0.559 0.444 -0.522
C 1.5849 6.0933 -0.7392 -0.065 -1.258 0.386
C 0.2042 6.3860 -1.2602 0.180 -0.252 -0.286
C 0.1074 7.7645 -1.8359 -0.790 0.581 0.366
C 0.6863 10.1057 -1.6345 -0.287 0.689 1.263
H -2.1963 10.4705 1.7264 -0.249 0.025 0.262
H -2.7932 8.7673 1.7959 0.158 0.145 0.250
H -3.7031 9.9567 0.9047 -0.023 0.241 -0.026
H -1.9349 10.1721 -0.7475 0.161 0.031 -0.121
H -2.4132 8.4793 -0.5184 0.324 0.039 -0.173
H -0.3541 8.0111 0.8507 -0.178 0.162 -0.007
H -0.0186 9.7617 0.9136 0.161 -0.053 0.212
H 2.1934 9.2583 0.4199 -0.325 0.154 0.097
H 2.5949 8.6849 -1.1496 0.067 -0.418 -0.161
H 1.5730 7.0274 1.2488 -0.269 -0.085 -0.153
H 3.1279 7.0439 0.4880 -0.035 -0.312 -0.021
H 1.5322 5.0951 -0.3054 0.152 -0.017 0.284
H 2.2220 5.9469 -1.6117 0.539 0.513 0.094
H -0.5668 6.2114 -0.4965 0.025 -0.035 -0.301
H 0.0665 5.7148 -2.1121 -0.532 -0.147 0.240
H -0.9475 7.9341 -2.0339 -0.003 0.411 -0.262
H 0.6702 7.9636 -2.7501 0.144 -0.393 0.137
H 1.0881 10.8294 -0.9227 0.218 0.123 -0.256
H -0.2905 10.4818 -1.9037 -0.119 -0.164 -0.420
H 1.3506 9.9840 -2.4882 -0.139 -0.144 0.153
B 2.1126 2.3641 5.9953 0.664 0.094 -1.602
F 1.6412 1.0036 5.5730 0.365 1.135 0.471
F 1.6148 3.2992 4.9699 0.605 -1.369 1.565
F 1.6835 2.6606 7.2784 -0.074 -0.219 -0.713
F 3.5725 2.3375 5.9400 -1.536 -0.113 -0.028
B 0.9922 -4.4167 3.5196 2.094 -0.655 0.289
F 0.2142 -5.4746 3.0814 0.320 0.299 -0.049
F 2.1052 -4.1635 2.4912 -1.222 -0.053 0.623
F 0.2758 -3.2565 3.7091 0.167 0.012 -0.082
F 1.7672 -4.7888 4.7066 -0.888 0.508 -1.072
B 5.3275 -1.8887 -1.4335 -1.122 -0.541 -0.252
F 5.4152 -2.5244 -2.7351 -0.254 0.389 0.860
F 3.9283 -2.0058 -0.9628 1.040 -0.037 -0.604
F 6.1201 -2.5862 -0.5128 -0.087 0.449 -0.325
F 5.6112 -0.5261 -1.5769 0.141 -0.501 0.218
B -1.0700 1.7706 -2.8897 0.970 -0.336 0.230
F -1.8066 1.6665 -4.1031 0.362 -0.247 0.455
F -0.1330 2.8289 -2.9733 -0.681 -0.611 0.029
F -1.9349 1.8933 -1.7948 0.261 -0.038 -0.436
F -0.2747 0.5203 -2.6768 -0.756 0.870 -0.603
B -2.3965 5.3208 2.0392 -0.359 1.740 -0.819
F -2.2214 6.5722 2.7208 0.232 -0.651 -0.309
F -1.2337 4.5983 1.9354 0.883 -0.493 0.323
F -3.4061 4.6113 2.6529 -0.388 -0.478 0.005
F -2.7424 5.6661 0.6629 -0.226 -0.108 0.401
B -5.1247 -1.4717 3.5373 -0.643 0.278 -1.139
F -4.0987 -1.5073 2.5088 -0.376 -0.224 0.643
F -6.1944 -2.3405 3.1532 0.780 0.934 0.076
F -4.6533 -1.8330 4.7792 0.405 0.129 0.172
F -5.5534 -0.0821 3.5553 0.030 -0.829 0.151
```
Positions in Å, forces in eV/Å.

Results
Charge: +2
Max |F| in Eh/bohr: 0.069

[2]
C6H15N in the gas phase, computed with ωB97M-V/def2-TZVPD.

Geometry as XYZ:
```
22
Properties=species:S:1:pos:R:3:forces:R:3
C -3.0015 -0.6817 1.0401 0.899 -0.630 0.219
C -2.4017 -0.0815 -0.2492 -0.473 0.312 0.765
C -0.9625 -0.5100 -0.5426 -0.261 -0.447 -0.763
C 0.0315 0.6097 -0.8087 0.090 0.689 -1.106
C 1.4982 0.1305 -0.8255 -0.606 -1.068 0.986
C 2.4009 0.7162 0.2605 -0.141 0.470 -0.370
N 3.3898 -0.2413 0.7625 -0.349 0.092 0.122
H -3.4665 0.0564 1.6771 -0.499 0.167 -0.059
H -2.2218 -1.1229 1.6715 0.163 0.182 -0.093
H -3.6569 -1.5275 0.8607 -0.422 0.113 -0.145
H -2.4204 0.9937 -0.1024 0.076 0.332 -0.143
H -3.1098 -0.2731 -1.0565 0.300 -0.048 -0.229
H -0.9631 -1.1211 -1.4561 0.088 -0.218 0.304
H -0.6076 -1.1459 0.2673 0.126 -0.008 0.080
H -0.1660 1.0368 -1.7993 -0.254 -0.163 -0.053
H -0.1800 1.4723 -0.1852 0.354 0.045 0.703
H 1.9164 0.1563 -1.8234 0.247 0.310 -0.183
H 1.4331 -0.9395 -0.5758 0.232 0.116 -0.129
H 2.8743 1.6361 -0.0953 0.026 0.129 -0.110
H 1.7521 1.0469 1.0753 0.106 -0.284 0.169
H 4.2286 -0.2322 0.1973 0.024 0.014 0.074
H 3.6329 0.0219 1.7079 0.274 -0.104 -0.038
```
Positions in Å, forces in eV/Å.

Results
SMILES string: CCCCCCN
Energy above the lowest of the compared OMol25 structures with the same formula, charge and spin in kJ/mol: 86.6
Max |F| in Eh/bohr: 0.031

[3]
C4H3NO2 in the gas phase, computed with ωB97M-V/def2-TZVPD.

Geometry as XYZ:
```
10
Properties=species:S:1:pos:R:3:forces:R:3
O 2.4311 0.1264 -0.0560 -0.382 0.534 0.173
C 1.5790 0.9722 0.0976 0.095 -0.115 0.017
C 0.1380 0.5360 0.0926 -0.119 -0.198 -0.015
N -0.9428 1.2413 -0.1555 0.271 -0.443 -0.175
O -1.9646 0.2988 -0.3165 0.469 0.264 -0.078
C -1.4504 -0.9342 -0.1515 0.293 -0.015 0.105
C -0.1461 -0.8487 0.1628 -0.054 -0.241 0.081
H 1.8622 2.0302 0.2193 -0.319 -0.008 -0.030
H -2.0484 -1.8113 -0.3632 -0.329 0.423 0.248
H 0.5420 -1.6108 0.4704 0.076 -0.202 -0.325
```
Positions in Å, forces in eV/Å.

Results
SMILES string: O=Cc1ccon1
Energy above the lowest of the compared OMol25 structures with the same formula, charge and spin in kJ/mol: 226.6
Max |F| in Eh/bohr: 0.013

no.,HOMO-LUMO gap (eV)
1,6.271
2,10.433
3,10.310